Here is a molecular structure, C58H47O10S4Ta from the Open Molecules 2025 dataset. Energies are from ωB97M-V/def2-TZVPD.

- molecular weight (u) = 1213.220
- Kohn-Sham gap (eV) = 8.3
- HOMO (eV) = -7.872
- ΔE to the lowest compared entry with this formula, charge and spin (kJ/mol) = 288.5

```
! RIJCOSX wB97M-V def2-TZVPD def2/J DEFGRID3
* xyz 0 1
Ta 1.056 -0.898 0.502
O 2.634 -3.822 -1.854
C 2.402 -2.916 -1.110
O 1.207 -2.506 -0.712
C 3.524 -1.990 -0.530
O 4.678 -2.105 -0.795
O 2.997 -1.056 0.272
C -2.746 3.930 2.369
C -2.319 2.498 2.697
C -2.881 2.062 4.031
O -2.712 1.616 1.638
C -1.720 1.708 0.619
C -0.507 2.408 1.391
O -0.921 2.337 2.738
C 1.000 2.076 1.320
O 1.208 0.707 1.532
C 1.659 2.842 2.479
C 1.952 4.195 2.364
C 2.497 4.889 3.435
C 2.759 4.233 4.629
C 2.471 2.880 4.745
C 1.919 2.189 3.678
C 1.650 2.519 0.012
C 2.982 2.164 -0.183
C 3.670 2.580 -1.310
C 3.040 3.374 -2.258
C 1.713 3.729 -2.074
C 1.019 3.299 -0.950
C -1.681 0.372 -0.256
O -0.346 -0.036 -0.477
C -2.243 0.798 -1.628
C -3.564 0.582 -1.998
C -4.032 1.037 -3.225
C -3.184 1.702 -4.097
C -1.862 1.916 -3.733
C -1.399 1.474 -2.503
C -2.466 -0.901 0.168
C -3.640 -0.943 1.113
C -4.357 -2.331 1.246
C -3.927 -3.420 0.325
C -2.865 -3.268 -0.454
C -2.126 -2.006 -0.508
H -3.815 4.027 2.561
H -2.576 4.189 1.325
H -2.207 4.631 3.006
H -3.923 1.765 3.920
H -2.831 2.898 4.728
H -2.293 1.244 4.442
H -2.035 2.469 -0.100
H -0.557 3.460 1.091
H 1.773 4.712 1.428
H 2.726 5.942 3.332
H 3.191 4.772 5.462
H 2.670 2.360 5.673
H 1.681 1.138 3.771
H 3.485 1.551 0.554
H 4.702 2.283 -1.443
H 3.574 3.706 -3.139
H 1.205 4.342 -2.810
H -0.018 3.591 -0.845
H -4.236 0.044 -1.342
H -5.064 0.858 -3.502
H -3.548 2.041 -5.058
H -1.185 2.413 -4.417
H -0.364 1.614 -2.217
H -4.326 -0.124 0.903
H -5.444 -2.227 1.206
H -4.486 -4.348 0.341
H -2.533 -4.070 -1.103
H -1.304 -1.970 -1.213
O 1.872 -0.046 -2.152
S 2.487 -0.767 -3.317
C 2.542 0.403 -4.674
C 1.733 1.522 -4.641
C 1.781 2.417 -5.701
C 2.629 2.182 -6.774
C 3.444 1.056 -6.787
C 3.410 0.162 -5.728
C 1.200 -1.815 -3.996
C -0.114 -1.548 -3.661
C -1.117 -2.352 -4.180
C -0.790 -3.413 -5.014
C 0.538 -3.682 -5.321
C 1.547 -2.885 -4.804
H 1.099 1.690 -3.783
H 1.157 3.302 -5.686
H 2.665 2.881 -7.598
H 4.115 0.881 -7.617
H 4.055 -0.708 -5.719
H -0.331 -0.730 -2.988
H -2.151 -2.148 -3.926
H -1.572 -4.044 -5.416
H 0.789 -4.526 -5.949
H 2.588 -3.110 -5.001
O 0.753 -1.904 2.012
C 0.149 -2.659 3.061
C 0.455 -4.110 2.783
C 0.085 -4.801 1.665
C 0.624 -6.110 1.632
C 1.393 -6.378 2.726
S 1.480 -5.047 3.788
C 0.767 -2.180 4.357
C 1.990 -1.601 4.508
C 2.287 -1.303 5.867
C 1.282 -1.669 6.707
S -0.035 -2.364 5.865
C -1.344 -2.340 3.020
C -1.808 -1.106 2.883
C -3.273 -1.011 2.629
C -3.893 -2.431 2.734
S -2.565 -3.613 3.126
H -0.545 -4.377 0.895
H 0.453 -6.816 0.833
H 1.911 -7.292 2.963
H 2.650 -1.392 3.679
H 3.206 -0.841 6.196
H 1.240 -1.566 7.779
H -1.167 -0.230 2.847
H -3.776 -0.255 3.221
H -4.698 -2.559 3.454
*
```